The following is a DFT calculation (ωB97M-V/def2-TZVPD) of CH2N2S3 in the gas phase in a non-equilibrium geometry.

Calculated values
Orbital gap ... 7.5358 eV
LUMO energy ... -0.96 eV
2S+1 ... 1
Relative energy (zero: lowest compared OMol25 entry of this formula, charge and spin) ... 12.3 kcal per mole

```
8
Properties=species:S:1:pos:R:3:forces:R:3
C -0.049202 1.373521 0.511508 2.13 1.49 -0.63
N 0.664903 0.938316 -0.459702 0.53 1.49 1.22
N 0.429024 -0.264772 -0.853550 -0.15 -3.18 -2.44
S -1.383759 0.481194 1.082282 -0.45 -0.97 -0.09
S -0.256654 -2.890126 0.667915 0.11 0.78 -0.32
S -0.882227 -1.293355 -0.225437 0.37 0.49 0.35
H 0.437428 2.280969 0.918631 -1.23 -0.47 0.33
H 1.040486 -0.625748 -1.641647 -1.30 0.37 1.58
```
Forces are in eV/Å.

---

The following is a DFT calculation (ωB97M-V/def2-TZVPD) of 4 unconnected molecules or ions with the total composition C25H28N4O3 in a non-equilibrium geometry.

Calculated values
Orbital gap ... 8.2649 eV
LUMO energy ... 0.01 eV
2S+1 ... 1
Relative energy (zero: lowest compared OMol25 entry of this formula, charge and spin) ... 68.1 kcal per mole

```
60
Properties=species:S:1:pos:R:3:forces:R:3
C 0.423316 2.562976 1.300273 -0.11 -0.18 -0.13
C -0.788368 1.705443 1.639258 0.58 0.50 -0.02
C -1.869501 2.188403 2.370854 0.54 -0.13 -0.34
C -2.917801 1.327162 2.597036 -1.54 0.35 0.87
C -2.948969 0.014036 2.170336 0.36 -0.45 -0.35
C -1.860436 -0.473751 1.467246 0.28 -0.57 -0.43
C -1.765644 -1.924624 0.966224 0.31 0.51 0.30
C -0.332509 -2.462659 1.215716 -1.06 -1.32 -0.68
C -0.042509 -3.959099 0.920469 1.76 -0.02 -0.13
C 1.349733 -4.013914 1.630794 -0.80 0.33 1.27
N 2.355740 -2.981684 1.224774 0.44 -1.90 -1.66
C 2.632221 -3.041452 0.023460 -0.66 2.16 -1.16
O 2.739946 -2.811161 -1.126917 0.44 -0.97 1.53
O 0.959933 -3.558958 2.930244 -0.10 0.38 -0.56
C 0.222819 -2.385158 2.663502 0.70 -0.04 0.12
O 0.150131 -1.545629 3.497500 -0.49 -0.07 -0.24
C -0.804782 0.392126 1.203011 0.17 0.05 -0.28
H 1.355340 2.074283 1.623677 -0.30 0.15 0.02
H 0.499287 2.680754 0.206665 -0.06 0.10 0.32
H 0.367863 3.554095 1.765147 0.00 -0.22 -0.13
H -1.870170 3.211708 2.740831 -0.10 -0.22 -0.05
H -3.791016 1.683843 3.149962 0.28 0.01 -0.10
H -3.790111 -0.651142 2.357486 0.07 0.30 0.13
H -1.900109 -1.913322 -0.127762 -0.07 -0.15 0.30
H -2.556069 -2.561352 1.384125 0.25 0.18 0.10
H 0.241830 -1.977082 0.417301 0.41 0.40 0.99
H 0.077034 -4.264808 -0.129544 -0.49 0.33 0.17
H -0.624308 -4.697307 1.486437 -0.22 0.34 -0.34
H 1.831100 -4.995502 1.671382 -0.28 0.18 0.27
H 0.068025 0.074857 0.628993 -0.24 -0.10 0.14
N 5.446381 -4.336967 2.286519 0.00 0.00 -0.03
C 6.527596 -3.906936 3.004365 -0.04 0.01 0.05
C 7.634725 -4.562143 2.533330 0.00 0.05 0.03
C 7.205261 -5.418345 1.485364 -0.01 -0.04 -0.06
C 5.851610 -5.254892 1.355535 -0.09 0.00 0.01
H 4.499550 -4.026270 2.420866 0.05 0.08 -0.01
H 6.415775 -3.175215 3.786497 0.02 -0.02 0.00
H 8.641106 -4.440444 2.898489 -0.02 0.00 -0.01
H 7.819687 -6.077695 0.894642 -0.01 0.01 0.01
H 5.143662 -5.711840 0.683841 0.04 -0.02 0.00
N 0.378472 1.230692 -3.202330 -0.04 0.08 -0.02
C -0.950412 1.410188 -3.475967 -0.01 -0.08 0.04
C -1.194299 2.756694 -3.512884 -0.05 0.03 -0.02
C 0.037894 3.417261 -3.256931 0.01 0.00 0.01
C 0.988181 2.448749 -3.072395 0.10 -0.05 0.07
H 0.835999 0.342403 -3.111282 0.01 0.02 -0.03
H -1.605014 0.567024 -3.618380 -0.02 0.04 0.00
H -2.150006 3.218123 -3.703336 -0.01 -0.05 0.01
H 0.206786 4.480968 -3.213619 0.02 -0.02 0.00
H 2.041595 2.519194 -2.859098 -0.02 0.03 0.00
N -4.064085 5.567515 -3.576367 -0.08 -0.06 0.01
C -4.384298 5.056768 -2.347541 0.10 0.03 0.05
C -5.744323 4.909484 -2.293921 0.02 -0.02 0.02
C -6.266104 5.343720 -3.542209 -0.01 0.01 -0.05
C -5.205465 5.740821 -4.311888 0.04 0.04 -0.04
H -3.135334 5.781527 -3.890045 -0.01 0.00 0.01
H -3.618123 4.844499 -1.620531 -0.03 -0.01 0.00
H -6.303832 4.531429 -1.454266 0.02 0.00 -0.01
H -7.301498 5.361516 -3.840189 0.02 0.00 0.00
H -5.163505 6.131091 -5.314752 -0.03 0.00 0.02
```
Forces are in eV/Å.

---

The following is a DFT calculation (ωB97M-V/def2-TZVPD) of a gas-phase ion, C4H5N4S (charge +1) in a non-equilibrium geometry.

Calculated values
Orbital gap ... 9.2249 eV
LUMO energy ... -3.37 eV
2S+1 ... 1
Net charge ... +1
Relative energy (zero: lowest compared OMol25 entry of this formula, charge and spin) ... 0.0 kcal per mole

```
14
Properties=species:S:1:pos:R:3:forces:R:3
C -0.501077 -1.289743 0.125343 -0.40 -0.32 -0.87
C -0.487394 0.071593 -0.026217 -0.37 -0.24 1.19
C 1.640877 -0.775859 0.059930 -1.00 1.67 -0.38
C 2.745250 1.290367 0.028077 1.80 0.27 0.30
N 1.532610 1.554456 0.162401 -2.81 -0.35 -0.54
N 0.827157 0.371867 0.082634 3.21 -0.51 -0.09
N 0.780033 -1.764252 0.042898 0.27 0.42 0.40
N -1.478475 0.972089 -0.064638 -0.49 3.76 -0.22
S 3.318052 -0.356439 -0.093005 -0.94 -0.09 0.16
H -1.205190 -2.073524 0.201228 -1.23 0.09 -0.10
H 3.388999 2.129628 0.101738 1.03 0.29 -0.11
H 0.882709 -2.731248 -0.098778 0.93 -1.20 0.02
H -2.340606 0.665167 -0.445786 -0.65 -0.45 -0.15
H -1.411724 2.067813 -0.164726 0.64 -3.35 0.40
```
Forces are in eV/Å.

---

The following is a DFT calculation (ωB97M-V/def2-TZVPD) of a molecular structure, C23H28BrIN5O4Pd in a non-equilibrium geometry.

Calculated values
Orbital gap (alpha / beta) ... 7.4042 / 2.8120 eV
LUMO energy (alpha / beta) ... -8.78 / -13.37 eV
2S+1 ... 5
Net charge ... +3
Relative energy (zero: lowest compared OMol25 entry of this formula, charge and spin) ... 36.1 kcal per mole

```
63
Properties=species:S:1:pos:R:3:forces:R:3
Pd 1.373076 0.413766 2.002626 0.58 2.75 0.76
O 1.786988 3.475380 2.584286 -1.00 -0.38 -0.39
C 0.369006 3.835122 2.627131 -0.01 -0.61 0.64
C -0.307121 3.866802 1.249417 0.73 0.50 -0.79
C -0.210395 2.517291 0.491008 -1.10 -1.21 -0.15
C -1.153671 1.415287 1.099485 -0.15 1.64 -1.61
C -2.517905 1.336338 0.779895 0.17 0.21 -0.28
C -3.337613 0.494231 1.538662 1.34 0.19 1.01
C -2.750357 -0.172781 2.669158 0.27 0.97 -0.66
C -1.363912 -0.068780 2.846277 -2.53 -1.57 0.87
N -0.624825 0.605872 2.007477 0.47 1.14 0.39
H 1.811977 2.490871 2.567613 0.34 1.18 0.23
H 0.260898 4.808148 3.141844 0.31 -0.54 -0.33
H -0.097483 3.050497 3.278721 -0.09 0.82 -0.43
H 0.140969 4.662965 0.567274 -0.29 -0.99 1.03
H -1.374237 4.160966 1.330311 0.51 -0.30 0.18
H 0.810562 2.060069 0.430427 -0.19 0.70 0.03
H -0.504309 2.700897 -0.554152 0.12 -0.28 0.28
H -2.897287 1.969363 -0.066140 0.27 -0.74 1.07
H -4.390534 0.495490 1.316528 -0.25 -0.35 0.18
H -3.312094 -0.654370 3.461922 -0.21 -0.13 -0.42
H -0.869743 -0.561763 3.689837 -0.17 0.09 -0.33
I 2.032680 -5.561857 0.778527 -0.38 0.72 0.24
C 1.371370 -3.649145 0.927253 -0.04 -0.59 0.20
C 0.419526 -3.063785 0.087472 0.85 2.96 0.73
N 0.498052 -1.712064 0.314684 -0.30 -4.00 -0.37
N 1.346324 -1.410425 1.292228 1.01 -4.95 0.36
C 1.857009 -2.593570 1.726228 1.28 2.02 0.32
H -0.271868 -3.504342 -0.557747 -0.81 -0.36 -1.22
H 0.011778 -1.015440 -0.187968 -1.29 1.13 -1.27
H 2.642930 -2.616592 2.511462 -0.83 0.06 -0.64
O -1.161750 -0.636007 -1.928227 0.81 -0.87 1.25
C -2.225909 -0.860020 -2.499523 -0.86 2.37 -2.56
C -2.580933 -0.013169 -3.771128 -0.07 -1.05 0.84
C -3.215325 -0.794583 -4.965914 0.67 1.84 -0.56
C -4.710260 -1.063031 -4.825186 0.11 0.75 -0.73
C -5.040052 -2.102844 -3.769261 0.16 0.29 1.22
C -4.566051 -1.636467 -2.340996 -2.71 -0.14 -1.61
N -3.172237 -1.706948 -2.102223 1.39 -0.47 1.53
H -1.704768 0.572246 -4.025294 0.44 -0.45 -0.27
H -3.245457 0.784883 -3.432514 -0.53 -0.15 0.08
H -2.689391 -1.712208 -5.187032 0.41 -0.24 0.05
H -3.018461 -0.082525 -5.833590 -0.49 -1.11 0.79
H -5.086355 -1.433957 -5.802308 0.08 0.47 0.53
H -5.128395 -0.030161 -4.620251 -0.26 -1.35 -0.09
H -4.576104 -3.091108 -3.984104 -0.25 0.63 -0.03
H -6.132282 -2.247917 -3.702947 0.44 0.00 -0.08
H -5.072228 -2.263696 -1.621479 0.18 -0.46 0.24
H -5.041216 -0.656849 -2.144436 0.69 0.04 -0.17
H -2.934280 -2.145989 -1.227244 0.04 -0.19 0.12
Br 7.792703 -0.682648 -1.244434 -0.62 1.08 1.52
C 7.229316 0.110523 0.399123 -0.66 -0.49 -1.98
C 8.132461 -0.004930 1.465347 0.58 0.19 1.80
N 7.782670 0.175047 2.729531 0.61 -0.11 -0.34
C 6.516793 0.418255 3.020757 0.66 0.04 1.38
C 5.560864 0.493137 2.030402 -1.94 -0.21 -2.41
C 5.889872 0.482738 0.663923 -0.31 -0.32 0.57
C 4.105856 0.469447 2.450196 -0.09 1.10 0.09
O 3.794919 0.333171 3.636551 -0.23 -0.30 -1.44
O 3.280113 0.644113 1.454182 1.28 -0.41 0.78
H 9.138749 -0.316227 1.294652 0.59 -0.24 -0.18
H 6.188552 0.590911 4.076977 0.60 -0.12 -0.93
H 5.138801 0.632395 -0.145327 0.69 -0.19 0.90
```
Forces are in eV/Å.

---

The following is a DFT calculation (ωB97M-V/def2-TZVPD) of a gas-phase ion, C2H2BrO3S (charge -1) in a non-equilibrium geometry.

Calculated values
Orbital gap ... 8.2233 eV
LUMO energy ... 2.99 eV
2S+1 ... 1
Net charge ... -1
Relative energy (zero: lowest compared OMol25 entry of this formula, charge and spin) ... 29.4 kcal per mole

```
9
Properties=species:S:1:pos:R:3:forces:R:3
C 0.409798 -0.408513 0.357530 -4.18 2.42 -1.30
C -0.664420 0.361471 -0.253557 4.34 -1.81 1.74
O 2.770553 -1.167614 0.842954 -0.44 0.58 -1.26
O 2.484952 1.177959 0.418283 0.30 1.41 -0.33
O 2.026918 -0.416369 -1.431481 1.22 0.13 -0.54
S 2.126467 -0.140204 -0.011732 -0.34 -1.75 1.15
Br -2.542574 0.019742 -0.094726 0.50 -0.06 0.14
H 0.435754 -1.279497 1.044802 -1.20 0.61 -0.57
H -0.449765 1.272724 -0.899333 -0.20 -1.55 0.97
```
Forces are in eV/Å.

---

The following is a DFT calculation (ωB97M-V/def2-TZVPD) of C23H26N2O3 in the gas phase.

Calculated values
Orbital gap ... 8.5389 eV
LUMO energy ... 0.28 eV
2S+1 ... 1
Relative energy (zero: lowest compared OMol25 entry of this formula, charge and spin) ... 48.8 kcal per mole

```
54
Properties=species:S:1:pos:R:3:forces:R:3
C 2.033739 0.821729 -5.337410 -0.29 0.02 0.29
C 1.023873 1.482081 -4.404143 0.33 0.20 -0.26
H 0.378088 2.157434 -4.972794 0.13 -0.02 0.12
H 1.533577 2.069717 -3.630258 -0.10 -0.02 -0.05
O 0.123157 0.559702 -3.827199 -0.18 -0.35 0.36
C 0.564704 -0.324348 -2.871642 -0.08 0.03 -0.13
C 1.774776 -0.197956 -2.201617 -0.08 0.12 -0.12
C 2.132763 -1.061415 -1.180876 -0.04 -0.13 0.02
C 1.292255 -2.095852 -0.801771 0.14 0.04 -0.05
C 0.099074 -2.247393 -1.491613 0.05 0.20 -0.13
C -0.285312 -1.389670 -2.516772 0.03 -0.10 0.06
O -1.505736 -1.671318 -3.052015 0.12 0.09 0.28
C -1.868693 -1.201904 -4.339421 -0.37 0.09 -0.59
C -3.104847 -1.978359 -4.768560 0.39 0.13 0.26
H -3.425314 -1.647185 -5.752166 -0.06 0.03 -0.11
H -3.909763 -1.815477 -4.057214 -0.13 0.01 0.04
H -2.884958 -3.042090 -4.803903 -0.02 -0.11 -0.04
H -2.085975 -0.128536 -4.306756 0.09 -0.21 -0.03
H -1.049363 -1.372225 -5.047795 -0.06 0.07 0.11
H -0.581103 -3.050144 -1.252018 -0.13 -0.12 0.02
C 1.658438 -3.007498 0.336312 -0.17 -0.04 0.11
H 1.841385 -4.018989 -0.034271 0.08 -0.03 0.04
H 2.574723 -2.644808 0.803831 0.01 -0.06 -0.01
C 0.560652 -3.080200 1.410147 0.36 -0.09 0.02
N 0.104421 -1.772590 1.825674 -0.16 -0.09 -0.15
C 0.782209 -1.034368 2.734782 -0.34 -0.04 -0.11
O 1.771995 -1.438106 3.311500 0.26 -0.07 0.12
C 0.141138 0.281567 3.059560 0.02 0.35 0.54
C -0.068357 0.571593 4.383645 0.11 -0.18 -0.52
C -0.724425 1.767873 4.749121 -0.06 0.06 -0.09
N -1.152392 2.626611 3.863686 -0.16 0.30 0.46
C -0.931680 2.393942 2.554622 0.24 -0.46 -0.42
C -1.382784 3.356561 1.628255 0.02 0.02 -0.22
C -1.165784 3.185252 0.289670 -0.10 0.16 0.18
C -0.472814 2.058361 -0.175501 0.13 -0.24 -0.02
C -0.025673 1.103887 0.697229 0.00 0.06 -0.26
C -0.264319 1.228831 2.080406 -0.22 0.28 0.25
H 0.537091 0.261625 0.324941 0.01 -0.06 -0.07
H -0.289405 1.944352 -1.233325 0.04 -0.04 -0.12
H -1.513283 3.923805 -0.417941 -0.04 0.07 -0.03
H -1.890622 4.225698 2.015910 -0.06 0.08 0.06
C -0.964430 2.078894 6.191725 -0.01 -0.01 0.02
H -0.016835 2.128233 6.725470 0.05 0.00 0.11
H -1.568267 1.297146 6.649807 -0.03 -0.04 0.10
H -1.479113 3.030861 6.280070 -0.01 0.02 0.02
H 0.254671 -0.123598 5.143897 0.06 -0.07 0.05
H -0.657359 -1.356480 1.315216 0.03 0.08 0.12
H 0.967433 -3.580842 2.292842 -0.14 -0.05 -0.12
H -0.302829 -3.638973 1.046158 0.04 0.01 0.06
H 3.073556 -0.913574 -0.672081 0.10 0.01 0.08
H 2.450440 0.604265 -2.451274 0.03 0.10 -0.08
H 1.512496 0.287236 -6.127993 -0.02 -0.04 -0.08
H 2.656543 0.113716 -4.795786 0.09 -0.04 -0.02
H 2.668998 1.581037 -5.784854 0.10 0.07 -0.06
```
Forces are in eV/Å.